Record 1
Entry from OMol25: a cluster of 8 separate species, C25H50O9 in total at a distorted geometry (wB97M-V/def2-TZVPD).

Its structure (SMILES) is CCOC(C)=O.CC(C)=O.CC(C)=O.CC(C)=O.CC(C)=O.CC(C)=O.CC(C)=O.CC(C)=O. The LUMO energy is 0.1 eV. The spin multiplicity is 1.

Cartesian coordinates (Å):
1 H 2.03 -1.59 2.78
2 C -4.01 -2.43 3.67
3 H -4.23 1.25 -0.16
4 H 3.67 1.14 -2.50
5 O -0.09 0.26 0.98
6 C -0.20 -0.52 -0.20
7 H -2.98 1.15 0.90
8 H 3.12 -3.30 0.04
9 H 1.17 -1.73 -1.24
10 H -0.23 3.15 0.80
11 H -0.21 -2.55 -0.29
12 H 2.25 0.29 -2.33
13 H -4.32 -3.46 -4.60
14 H 6.56 -1.25 -1.82
15 C 1.99 2.34 -5.81
16 C 2.48 1.55 -4.67
17 C -0.85 -0.18 -1.44
18 H -3.49 -2.03 4.47
19 H -0.74 6.76 2.30
20 H 3.02 1.73 4.68
21 C -3.09 -3.40 3.00
22 H -0.13 6.48 0.93
23 H -1.39 -1.02 -1.69
24 O -3.60 -2.38 -1.98
25 H 6.67 -2.73 -1.17
26 H 0.80 5.95 2.18
27 C -0.17 5.98 1.88
28 O 2.16 1.99 -3.50
29 C -5.13 3.24 1.85
30 H 1.57 0.13 3.08
31 C 3.69 -3.33 -0.90
32 C 2.77 1.32 -2.33
33 H -1.04 -3.94 -3.13
34 H -5.20 3.93 1.06
35 C -4.62 1.87 1.69
36 H 5.79 -2.62 -2.76
37 H 4.08 0.87 5.76
38 H -1.47 0.70 -1.26
39 C 2.34 -0.52 2.97
40 C -3.75 -2.70 -4.39
41 H -2.26 -4.80 -3.57
42 H 0.57 3.35 2.46
43 H -1.69 -1.97 2.51
44 H 2.81 2.79 -0.81
45 H 2.47 3.38 -5.82
46 H -4.29 -1.69 3.14
47 C 0.52 -1.86 -0.25
48 O 3.04 0.45 -4.85
49 O 4.39 -1.09 -0.37
50 O -4.83 0.92 2.50
51 H 2.45 1.35 0.00
52 C -0.31 3.33 1.85
53 H 2.91 -0.03 2.19
54 H -4.73 -3.02 4.23
55 H 2.99 -3.02 -1.81
56 H -0.18 0.13 -2.18
57 H 1.12 -1.86 0.57
58 H 2.29 0.63 5.74
59 C -1.04 4.69 1.95
60 C -2.00 -4.11 -2.90
61 C 3.26 0.75 5.02
62 C -3.64 1.80 0.49
63 O -3.44 -4.79 2.87
64 H 1.26 2.30 -0.91
65 H 1.00 2.51 -5.91
66 H -6.18 3.24 2.40
67 H -4.21 -1.70 -4.62
68 H -2.27 -2.72 1.15
69 H -3.52 2.74 0.00
70 C 3.41 -0.36 4.10
71 C -1.98 -2.79 2.11
72 H -4.53 3.77 2.48
73 H -1.12 -3.73 1.81
74 O -2.37 4.72 2.30
75 H 4.25 -4.30 -0.91
76 C 5.98 -2.20 -1.76
77 C 2.28 1.97 -0.97
78 H -3.02 -2.61 -5.04
79 H -0.73 2.38 2.36
80 H 2.13 1.77 -6.60
81 H -1.94 -4.40 -1.93
82 C 4.72 -2.18 -0.99
83 C -3.11 -2.96 -3.10
84 O 4.37 -1.22 4.27

***

Record 2
Entry from OMol25: a structure of composition C25H51CdN9O4P2S2 (wB97M-V/def2-TZVPD).

The LUMO energy is 0.3 eV. The spin multiplicity is 1.

Cartesian coordinates (Å):
1 H -2.28 4.63 4.51
2 C 2.65 4.64 0.12
3 N -1.89 0.08 1.20
4 N 0.61 -2.10 3.95
5 C 2.12 3.29 2.06
6 H -0.92 -3.91 -0.17
7 O 2.19 2.38 -0.19
8 C -2.43 -0.85 2.18
9 H 4.68 0.14 -4.52
10 H -4.19 -1.36 3.25
11 H -0.11 -2.64 -5.55
12 P 0.11 -1.64 -2.41
13 H -4.96 2.69 2.66
14 H 1.79 2.23 3.91
15 H 3.77 -2.84 -4.86
16 C -1.56 3.23 3.07
17 H 1.48 -2.34 -4.82
18 H -2.10 -1.31 -4.65
19 H 3.00 -0.29 -4.86
20 H -3.88 3.10 1.33
21 H -4.21 0.28 2.65
22 H 2.80 6.53 2.94
23 H -5.17 0.79 0.38
24 C 0.96 -1.19 2.97
25 H 5.40 -2.21 -4.56
26 N 3.95 -1.40 -3.31
27 H 3.41 0.63 -3.39
28 C 0.54 -1.87 -5.12
29 H -3.14 3.11 4.54
30 H -4.52 4.98 3.67
31 H 3.92 -4.96 -1.17
32 N -0.09 -1.21 -3.99
33 H 3.09 6.69 0.46
34 C -1.45 -3.20 -0.81
35 H -2.46 -3.56 -0.99
36 C 4.49 -2.66 0.08
37 C 3.74 -0.16 -4.06
38 H 0.75 -1.14 -5.90
39 H 4.81 -1.62 0.12
40 H 5.36 -3.31 0.07
41 H 2.20 4.35 3.92
42 H -1.49 -2.26 -0.26
43 H -3.35 5.28 2.40
44 H 0.87 -3.05 3.75
45 N 1.38 0.97 2.39
46 H -4.41 -2.15 0.82
47 O 1.63 -2.11 -2.40
48 H 0.82 -1.78 4.89
49 N -0.76 -3.00 -2.07
50 C -2.70 3.86 3.86
51 N -1.90 1.88 2.62
52 H -5.36 4.02 1.58
53 H -1.75 -0.05 -3.44
54 C 1.75 2.11 2.82
55 C -1.37 -0.57 -4.31
56 H -2.10 1.22 3.35
57 H 4.68 -3.35 -3.42
58 H -3.86 -0.04 -0.44
59 C -4.78 -1.19 1.18
60 O -0.23 -0.53 -1.50
61 H -2.18 -1.85 1.84
62 H -1.21 0.16 -5.10
63 C 3.12 -4.22 -1.23
64 H 3.89 -2.86 0.98
65 C -3.80 4.49 3.01
66 H 2.60 -4.36 -2.17
67 C -3.94 -0.74 2.38
68 H 2.77 4.70 -0.95
69 H -1.62 -0.25 0.29
70 C 2.32 4.44 2.84
71 S -1.08 2.33 0.11
72 H 2.42 -4.41 -0.41
73 C -4.54 3.52 2.09
74 H -5.53 -0.52 -0.74
75 C -4.83 -0.19 0.03
76 H 0.08 -4.93 -2.26
77 O 3.02 -0.34 -1.15
78 C 4.47 -2.51 -4.07
79 H -1.33 3.82 2.19
80 C 2.29 3.36 0.64
81 S 1.13 -1.86 1.36
82 H -1.49 -4.70 -3.06
83 C -1.65 1.39 1.40
84 P 3.10 -1.59 -1.92
85 H -0.65 3.18 3.67
86 N 3.69 -2.89 -1.13
87 H -1.90 -0.74 3.13
88 C -0.54 -4.22 -2.83
89 C 2.82 5.74 0.92
90 C 2.66 5.66 2.31
91 H -5.80 -1.37 1.53
92 Cd 1.17 0.49 0.17
93 H -0.03 -4.01 -3.77
94 N 1.07 0.04 3.37

***

Record 3
Entry from OMol25: a structure of composition C25H51N5O2PSSbW at a distorted geometry (wB97M-V/def2-TZVPD).

As for the charge: +2. The LUMO energy (spin up / spin down) is -7.7 / -7.7 eV. The spin multiplicity is 3.

Cartesian coordinates (Å):
1 H -4.42 3.39 2.32
2 H -4.12 2.93 0.03
3 C -2.49 -4.39 0.84
4 N -1.84 -2.06 0.46
5 H 3.76 -1.87 -4.96
6 C 3.43 0.51 0.79
7 H 3.63 1.14 -6.54
8 H -3.56 -2.67 1.57
9 H 2.18 -1.51 -4.32
10 H -2.32 -1.32 -1.47
11 C -2.52 -2.98 1.41
12 H -1.91 2.59 1.18
13 C 3.04 -1.87 -0.27
14 C -1.51 2.21 -3.09
15 N -2.20 0.51 1.44
16 C -2.45 1.77 0.70
17 H 3.91 1.39 0.34
18 H 2.35 0.61 0.69
19 H -2.02 -2.94 2.37
20 H 0.80 0.24 5.24
21 H 0.35 6.26 -1.99
22 H -2.06 1.67 -0.31
23 C -4.47 2.32 2.09
24 C 3.23 -1.23 -4.23
25 H -2.65 -0.37 3.31
26 C 3.53 0.11 -4.69
27 C 2.88 0.70 -5.87
28 C 3.59 5.21 -1.46
29 C 1.23 5.67 -2.26
30 H -0.09 -2.99 3.14
31 C 3.92 -0.75 0.16
32 H 4.27 5.52 -0.67
33 H 3.96 5.40 -2.47
34 H 1.90 5.71 -0.21
35 C 1.82 -1.48 4.36
36 H -4.00 -0.36 2.18
37 N -1.36 1.10 -2.67
38 H -1.36 -2.81 -1.46
39 H -5.52 2.04 2.14
40 H -4.28 -2.53 -0.64
41 H 3.65 -1.46 -3.25
42 C -3.46 -3.08 -1.10
43 C -3.15 0.23 2.55
44 C 0.43 -2.33 2.44
45 O -0.22 -1.15 -3.48
46 H 2.35 -1.42 2.26
47 H 0.95 0.59 2.75
48 O 0.75 -1.74 -2.56
49 N -0.30 -0.02 -0.25
50 C -2.18 -2.28 -0.97
51 H 1.80 -2.27 5.11
52 H -3.71 -3.17 -2.16
53 H 2.23 -0.01 -6.39
54 C -3.94 2.07 0.67
55 H -4.31 -4.88 -0.25
56 N -0.33 -1.06 2.32
57 H 4.99 -0.88 0.03
58 H 3.16 -2.12 -1.33
59 H 3.26 -2.80 0.27
60 C -3.32 -4.47 -0.46
61 Sb 2.01 1.72 -2.49
62 H -2.80 2.12 3.47
63 H 0.86 4.60 -2.21
64 C 0.14 0.03 3.22
65 H 4.41 0.61 -4.28
66 H 1.59 5.83 -3.27
67 H 2.38 -3.03 2.95
68 H -0.69 0.72 3.38
69 C 0.59 -0.57 4.54
70 H 3.67 0.56 1.86
71 W 0.17 -0.01 -1.97
72 S -1.72 3.67 -3.64
73 H 3.50 4.09 -1.36
74 H 0.43 -2.84 1.47
75 H 2.26 1.54 -5.55
76 H -4.45 1.22 0.21
77 H -1.45 -4.66 0.65
78 H -2.86 -5.09 1.58
79 C 1.84 -2.08 2.95
80 H -2.84 -5.15 -1.16
81 C -3.66 1.54 3.13
82 H 2.73 -0.91 4.52
83 C 2.23 5.60 -1.24
84 H -4.26 1.33 4.01
85 P -1.18 -0.67 0.99
86 H 1.98 -1.66 -0.11
87 H -0.24 -1.14 4.97

***

Record 4
Entry from OMol25: a structure of composition C25H52ClN5OSi3Sn (wB97M-V/def2-TZVPD).

As for the charge: +2. The LUMO energy is -4.9 eV. The spin multiplicity is 1.

Cartesian coordinates (Å):
1 H 1.94 -6.16 0.29
2 H 0.84 -4.75 -3.32
3 C 0.10 -6.44 -0.83
4 C -0.04 3.71 1.74
5 H -5.73 1.61 -1.23
6 H -2.64 1.62 0.85
7 H 1.54 3.21 -3.88
8 H 0.63 1.80 4.41
9 C 1.58 -4.39 -0.92
10 H -0.70 2.95 4.53
11 H -0.83 6.21 -2.48
12 H 0.32 -3.42 1.72
13 H 0.16 -2.17 4.56
14 Cl -5.64 -3.20 -0.62
15 H -2.93 -2.37 -0.85
16 N -0.41 -2.27 0.06
17 H -0.53 -5.96 -0.08
18 H -0.01 -6.87 -2.94
19 C -3.76 0.77 -1.16
20 H 1.49 -2.28 1.01
21 H 2.85 2.89 1.98
22 C -3.57 -1.50 -0.87
23 C -0.59 -3.05 -1.11
24 O 2.15 -0.02 -0.41
25 H 2.61 2.74 -2.57
26 H -1.51 -6.27 -2.26
27 C 1.53 -5.92 -0.69
28 C -0.45 4.07 -2.28
29 C 0.44 -2.42 1.28
30 H 4.06 0.48 -1.09
31 N 0.63 3.13 -2.02
32 C 2.30 4.85 -2.71
33 C 3.26 -0.27 2.23
34 H -2.54 -0.93 1.78
35 Sn -0.29 -0.02 -0.79
36 C 2.85 2.38 1.02
37 H 1.74 -1.63 4.02
38 H 0.88 3.13 -1.03
39 H 0.63 -0.49 4.77
40 H 0.25 5.78 -1.14
41 H 4.28 -0.15 1.85
42 H -0.84 -4.23 -3.21
43 Si 2.08 0.68 1.15
44 C -0.04 -4.73 -2.68
45 H 0.07 -7.51 -0.62
46 H -1.27 3.90 -1.58
47 C -0.41 1.98 4.12
48 H 0.02 3.84 0.65
49 H -0.78 4.42 2.11
50 H -0.83 3.88 -3.29
51 C -5.14 0.71 -1.12
52 H 2.37 3.04 0.29
53 C 3.36 -0.35 -1.10
54 C 0.25 0.54 1.43
55 C -2.46 1.98 1.86
56 H -3.25 1.71 -1.32
57 H 2.36 -4.13 -1.64
58 H 2.17 -6.42 -1.42
59 H 0.92 3.98 2.16
60 Si -0.10 -1.02 2.44
61 H 1.80 -3.86 0.00
62 H -2.88 2.98 1.95
63 Si -0.62 1.99 2.26
64 C -4.95 -1.64 -0.82
65 N 1.17 5.79 -3.03
66 H -1.03 1.22 4.61
67 H 3.12 5.06 -3.39
68 H 3.11 -0.60 -2.13
69 H 3.25 0.12 3.25
70 H 0.91 5.68 -4.01
71 C 0.70 -1.34 4.09
72 H 3.90 2.26 0.73
73 H 1.48 6.76 -2.91
74 C 1.80 3.41 -2.84
75 H 2.62 5.07 -1.69
76 H -6.83 -0.61 -0.88
77 N 0.30 -3.92 -1.49
78 C -0.43 -6.15 -2.23
79 H -1.36 -2.08 0.38
80 H -3.02 1.33 2.54
81 C -0.04 5.54 -2.16
82 C -5.75 -0.52 -0.93
83 H -2.19 -2.31 2.83
84 H 3.05 -1.34 2.28
85 H -2.33 -0.70 3.51
86 H 3.84 -1.22 -0.63
87 N -2.98 -0.31 -1.02
88 C -1.96 -1.26 2.64

***

Record 5
Entry from OMol25: a cluster of 6 separate species, C25H52N2O15P2 in total at a distorted geometry (wB97M-V/def2-TZVPD).

The LUMO energy is -1.0 eV. The spin multiplicity is 1.

Cartesian coordinates (Å):
1 H -11.39 -21.75 -15.50
2 H -10.13 -25.77 -17.19
3 C -15.50 -28.94 -10.93
4 O -17.71 -29.01 -17.38
5 H -9.78 -31.26 -14.17
6 H -14.95 -24.66 -14.91
7 O -9.86 -28.53 -13.30
8 H -11.15 -22.36 -17.56
9 H -15.23 -26.72 -19.12
10 H -11.13 -30.61 -19.81
11 O -13.87 -24.83 -17.56
12 C -12.36 -26.09 -11.79
13 C -12.99 -22.80 -14.54
14 C -9.25 -27.55 -14.12
15 H -9.88 -23.60 -15.68
16 H -11.48 -31.39 -11.42
17 O -13.93 -26.92 -15.90
18 C -15.68 -27.94 -9.99
19 C -12.14 -30.65 -11.90
20 C -16.12 -26.36 -11.68
21 N -13.09 -24.25 -16.51
22 H -12.22 -25.18 -12.38
23 H -8.97 -28.02 -15.07
24 H -14.15 -32.49 -16.84
25 H -13.42 -21.95 -14.02
26 H -13.87 -27.66 -20.99
27 C -13.97 -21.93 -16.72
28 H -12.13 -31.02 -12.93
29 H -19.05 -29.68 -15.97
30 C -11.19 -25.74 -16.92
31 H -8.79 -31.09 -15.65
32 C -15.98 -26.63 -10.32
33 C -15.12 -23.66 -15.30
34 H -9.88 -26.69 -14.35
35 N -15.64 -29.65 -13.31
36 H -11.68 -26.08 -17.84
37 H -11.90 -23.53 -18.65
38 H -17.86 -28.57 -15.32
39 H -14.89 -27.15 -15.90
40 O -15.53 -30.83 -13.02
41 O -12.79 -31.25 -15.85
42 H -10.21 -23.65 -18.35
43 H -15.27 -29.94 -10.61
44 H -8.32 -27.18 -13.68
45 H -10.55 -29.38 -18.76
46 H -15.52 -23.01 -14.52
47 O -16.14 -28.58 -18.77
48 C -10.62 -30.46 -18.86
49 O -15.66 -29.25 -14.47
50 H -14.57 -22.21 -17.59
51 P -11.36 -28.27 -12.81
52 P -11.87 -30.19 -16.58
53 H -14.78 -29.14 -20.98
54 H -11.41 -26.43 -16.11
55 H -10.24 -32.09 -15.74
56 C -9.80 -31.22 -15.26
57 H -16.27 -25.97 -9.52
58 C -15.03 -27.79 -19.24
59 H -13.36 -27.72 -16.09
60 C -18.47 -28.79 -16.20
61 C -14.09 -31.52 -16.36
62 C -11.51 -22.59 -14.81
63 H -9.67 -30.96 -19.02
64 H -15.80 -27.00 -13.70
65 H -19.16 -27.96 -16.31
66 O -12.57 -28.97 -16.98
67 H -16.47 -25.38 -11.99
68 C -15.55 -28.61 -12.29
69 C -14.83 -28.09 -20.70
70 H -14.47 -21.18 -16.09
71 C -13.76 -23.15 -15.83
72 H -15.81 -23.75 -16.14
73 H -11.03 -22.33 -13.86
74 H -13.73 -26.13 -16.51
75 H -10.93 -24.64 -14.66
76 C -16.72 -28.20 -17.65
77 C -10.92 -23.83 -15.39
78 H -14.48 -30.80 -17.08
79 C -15.79 -27.29 -12.66
80 H -12.50 -25.72 -10.78
81 O -16.32 -27.31 -16.93
82 C -11.65 -24.30 -16.69
83 O -10.58 -30.06 -15.62
84 H -14.77 -31.49 -15.51
85 H -15.70 -28.26 -8.96
86 O -11.24 -26.94 -11.94
87 H -13.08 -21.46 -17.12
88 O -11.60 -29.37 -11.68
89 H -13.15 -30.79 -11.52
90 H -14.15 -28.10 -18.67
91 O -12.34 -28.22 -13.91
92 H -13.09 -23.62 -13.82
93 H -15.53 -27.58 -21.36
94 C -11.15 -23.41 -17.85
95 O -11.36 -31.09 -17.81
96 H -13.28 -26.57 -12.12

***

Energy above the lowest of the compared OMol25 structures with the same formula, charge and spin: 236.3 43.9 376.2 105.9 21.8 (kJ/mol)